No. 1
The following is a quantum chemistry calculation of 2 unconnected molecules or ions with the total composition C5H10OS3 at a distorted geometry, from the OMol25 dataset.

XYZ file:
```
19
C5H10OS3 | the OMol25 dataset | the ωB97M-V functional and the def2-TZVPD basis
C 1.383 -0.832 0.228
C 3.945 -0.047 0.084
C -2.407 2.017 0.569
C -1.560 -2.046 -0.951
C -0.701 -0.247 0.796
O 1.605 -1.910 -0.219
S 2.285 0.636 0.427
S -1.167 1.027 -0.330
S -1.415 -1.810 0.855
H 3.966 -1.093 -0.089
H 4.727 0.094 0.819
H 4.441 0.309 -0.931
H -3.211 2.337 -0.153
H -1.870 2.807 1.228
H -2.898 1.454 1.386
H -0.502 -1.865 -1.237
H -2.389 -1.495 -1.197
H -1.895 -3.007 -1.213
H -0.389 0.248 1.777
```

As for the total charge: 0. The calculation puts the energy above the lowest of the compared OMol25 structures with the same formula, charge and spin at 162.3 kJ/mol. The calculation puts the electronic energy at -39897.182 eV. The HOMO energy comes out at -7.60 eV. The value obtained for the orbital gap is 0.297 hartree.

Partial charges, Mulliken, in e: C 0.454; C -0.869; C -0.819; C -0.845; C -0.641; O -0.461; S 0.025; S 0.042; S -0.061; H 0.294; H 0.335; H 0.271; H 0.295; H 0.269; H 0.282; H 0.199; H 0.342; H 0.389; H 0.499

***

No. 2
The following is a quantum chemistry calculation of C2H5NO2 in the gas phase at a distorted geometry, from the OMol25 dataset.

XYZ file:
```
10
C2H5NO2 | the OMol25 dataset | the ωB97M-V functional and the def2-TZVPD basis
C 0.688 -0.770 0.126
C -0.681 -0.091 -0.016
H 2.452 0.340 0.610
H 2.147 0.186 -1.031
H 0.869 -1.267 1.095
H 0.605 -1.528 -0.683
H 0.348 1.392 -0.079
N 1.781 0.084 -0.083
O -1.764 -0.575 -0.071
O -0.602 1.257 0.073
```

As for the total charge: 0. The calculation puts the energy above the lowest of the compared OMol25 structures with the same formula, charge and spin at 64.4 kJ/mol. The calculation puts the electronic energy at -7740.084 eV. Its SMILES is NCC(=O)O. The HOMO energy comes out at -9.65 eV. The value obtained for the orbital gap is 0.377 hartree.

Partial charges, Mulliken, in e: C -0.061; C 0.362; H 0.174; H 0.195; H 0.285; H 0.229; H 0.417; N -0.573; O -0.548; O -0.481

***

No. 3
The following is a quantum chemistry calculation of a gas-phase ion, C5H10OS (charge +1) at a distorted geometry, from the OMol25 dataset.

XYZ file:
```
17
C5H10OS | the OMol25 dataset | the ωB97M-V functional and the def2-TZVPD basis
O -0.923 0.792 -1.349
C -1.228 -0.336 -1.656
C -0.588 -1.481 -0.936
C 0.881 -1.267 -0.495
C 1.284 -0.165 0.491
S -0.146 0.324 1.511
C -0.359 2.076 1.691
H -2.141 -0.541 -2.231
H -0.436 -2.412 -1.498
H -1.206 -1.706 -0.060
H 1.203 -2.222 -0.085
H 1.447 -1.008 -1.401
H 2.207 -0.305 1.046
H 1.360 0.719 -0.154
H -1.342 2.308 2.093
H 0.352 2.623 2.318
H -0.366 2.600 0.717
```

As for the total charge: +1. The calculation puts the energy above the lowest of the compared OMol25 structures with the same formula, charge and spin at 33.7 kJ/mol. The calculation puts the electronic energy at -18220.568 eV. The HOMO energy (alpha / beta) comes out at -14.26 / -14.16 eV. The value obtained for the orbital gap (alpha / beta) is 0.412 / 0.229 hartree. Its spin multiplicity is 2.

Partial charges, Mulliken, in e: O -0.447; C 0.115; C -0.705; C -0.622; C -0.547; S 0.323; C -0.817; H 0.383; H 0.340; H 0.373; H 0.373; H 0.334; H 0.545; H 0.275; H 0.380; H 0.373; H 0.323

***

No. 4
The following is a quantum chemistry calculation of a molecular structure, C14H17BeN5O4PSe4, from the OMol25 dataset.

XYZ file:
```
46
C14H17BeN5O4PSe4 | the OMol25 dataset | the ωB97M-V functional and the def2-TZVPD basis
Be -0.283 1.393 -0.332
O 0.554 -3.256 4.559
N 1.057 -2.179 4.813
O 1.598 -1.878 5.850
C 1.029 -1.163 3.742
C 2.047 -0.276 3.726
C 2.145 0.704 2.683
C 3.159 1.674 2.603
C 3.144 2.569 1.559
C 2.120 2.498 0.607
N 1.157 1.596 0.670
C 1.174 0.704 1.688
C 0.088 -0.235 1.728
N -0.814 -0.089 0.745
C -1.884 -0.857 0.745
C -2.116 -1.797 1.750
C -1.193 -1.965 2.759
C -0.030 -1.172 2.759
H 2.793 -0.314 4.508
H 3.934 1.712 3.357
H 3.902 3.331 1.463
H 2.072 3.198 -0.217
H -2.600 -0.691 -0.056
H -3.025 -2.380 1.734
H -1.362 -2.691 3.538
Se -1.668 2.748 0.902
Se -3.374 2.634 -0.647
Se -2.486 4.305 -2.078
Se -0.280 3.614 -2.062
N 0.698 -2.785 -2.908
C -0.382 -2.080 -2.143
P -0.293 -0.322 -2.796
O 0.613 -0.546 -3.975
O 0.195 0.582 -1.680
C -1.945 0.158 -3.348
N -1.772 1.281 -4.258
H 1.529 -2.948 -2.346
H 0.932 -2.035 -3.668
H 0.401 -3.671 -3.308
H -0.193 -2.151 -1.075
H -1.337 -2.552 -2.370
H -2.528 0.479 -2.478
H -2.437 -0.720 -3.791
H -2.662 1.678 -4.527
H -1.265 1.000 -5.089
H -0.413 2.892 -3.336
```

As for the total charge: +1. The calculation puts the energy above the lowest of the compared OMol25 structures with the same formula, charge and spin at 95.5 kJ/mol. The calculation puts the electronic energy at -301507.842 eV. The HOMO energy comes out at -9.92 eV. The value obtained for the orbital gap is 0.220 hartree.

Partial charges, Mulliken, in e: Be -0.302; O -0.571; N 0.970; O -0.560; C 0.257; C -0.854; C 0.558; C -0.604; C -1.050; C 0.017; N 0.507; C -0.105; C 0.362; N 0.395; C -0.351; C -1.055; C -0.822; C 0.379; H 0.553; H 0.494; H 0.450; H 0.337; H 0.508; H 0.486; H 0.571; Se -0.242; Se -0.168; Se -0.092; Se -0.131; N -0.244; C -0.787; P 1.045; O -0.935; O 0.084; C -0.450; N -0.440; H 0.334; H 0.345; H 0.329; H 0.201; H 0.402; H 0.127; H 0.429; H 0.235; H 0.221; H 0.169

***

No. 5
The following is a quantum chemistry calculation of a molecular structure, C20H26Cl4CoN5O4SSi at a distorted geometry, from the OMol25 dataset.

XYZ file:
```
62
C20H26Cl4CoN5O4SSi | the OMol25 dataset | the ωB97M-V functional and the def2-TZVPD basis
Co 0.107 1.380 1.087
N 0.537 -0.596 1.702
C -0.234 -1.024 2.872
C 0.717 -1.447 3.996
C 0.157 -1.506 5.421
C -1.178 -2.242 5.579
N -1.419 -3.253 4.553
C -2.414 -3.133 3.675
N -2.770 -4.233 2.947
N -3.048 -1.989 3.534
C -1.204 0.114 3.297
O -2.199 -0.242 3.991
O -0.926 1.258 2.913
H 0.224 -1.049 0.847
H 1.528 -0.775 1.794
H -0.865 -1.872 2.599
H 1.550 -0.738 4.022
H 1.125 -2.424 3.719
H -0.014 -0.491 5.782
H 0.930 -1.954 6.051
H -1.963 -1.502 5.489
H -1.251 -2.697 6.568
H -1.083 -4.187 4.726
H -2.058 -4.944 2.878
H -3.190 -4.024 2.053
H -2.522 -1.073 3.801
H -3.648 -1.908 2.724
Cl -1.510 5.065 -4.953
C -1.200 4.401 -3.383
C -1.482 5.171 -2.266
Cl -2.135 6.759 -2.444
C -1.254 4.645 -1.017
Cl -1.619 5.568 0.397
C -0.712 3.350 -0.814
O -0.578 3.001 0.415
C -0.363 2.558 -1.975
O -0.570 0.416 -0.783
C -0.674 3.108 -3.229
Cl -0.536 2.265 -4.731
C 2.876 1.204 -5.035
Si 2.649 0.291 -3.377
C 3.128 -1.514 -3.792
C 4.141 0.873 -2.362
C 0.871 0.296 -2.762
C 0.061 -0.650 -3.329
C -1.315 -0.907 -3.167
C -2.179 -0.379 -2.198
N -1.950 0.253 -1.082
C 0.333 1.200 -1.679
S 1.734 1.507 -0.505
H 3.894 1.047 -5.408
H 2.723 2.280 -4.933
H 2.182 0.840 -5.794
H 4.180 -1.548 -4.090
H 2.539 -1.926 -4.614
H 3.004 -2.170 -2.927
H 5.055 0.677 -2.933
H 4.205 0.340 -1.413
H 4.094 1.938 -2.135
H 0.530 -1.268 -4.093
H -1.766 -1.586 -3.883
H -3.246 -0.556 -2.325
```

As for the total charge: -1. The calculation puts the energy above the lowest of the compared OMol25 structures with the same formula, charge and spin at 756.9 kJ/mol. The calculation puts the electronic energy at -143230.467 eV. The HOMO energy (alpha / beta) comes out at -2.77 / -2.77 eV. The value obtained for the orbital gap (alpha / beta) is 0.150 / 0.150 hartree. Its spin multiplicity is 2.

Partial charges, Mulliken, in e: Co 0.053; N -0.590; C 0.763; C -1.038; C -0.802; C -0.812; N -0.141; C 0.210; N -0.577; N -0.614; C 0.460; O -0.704; O -0.741; H 0.254; H 0.302; H 0.165; H 0.585; H 0.362; H 0.332; H 0.491; H 0.398; H 0.472; H 0.245; H 0.204; H 0.266; H 0.605; H 0.250; Cl -0.250; C -0.034; C 0.222; Cl -0.222; C 0.245; Cl -0.228; C 0.210; O -0.740; C -0.608; O 0.215; C 0.793; Cl -0.178; C -1.185; Si 0.503; C -1.275; C -1.150; C -0.216; C -0.253; C -0.701; C -0.587; N -0.784; C 1.525; S -0.423; H 0.312; H 0.330; H 0.324; H 0.321; H 0.373; H 0.328; H 0.317; H 0.316; H 0.347; H 0.103; H 0.257; H 0.400